A molecular structure, C25H37Br3O12 at a distorted geometry. Source: OMol25; level of theory: ωB97M-V/def2-TZVPD.

Each line ends with the Mulliken charge.
Element x y z (Å)
O -5.88325 1.73540 -8.02575  -0.56
C -5.05173 1.20902 -7.34809  0.48
O -5.25760 0.89022 -6.05851  -0.35
C -4.09089 0.28288 -5.48007  -0.26
C -2.98674 0.37326 -6.51057  -0.44
C -3.69830 0.62991 -7.83000  -0.37
H -4.36279 -0.76041 -5.29644  0.21
H -3.74270 0.68797 -4.53237  0.23
H -2.36365 -0.51799 -6.43014  0.35
H -2.30723 1.18488 -6.23592  0.21
H -3.82900 -0.34073 -8.30744  0.24
H -3.19887 1.34355 -8.47570  0.28
O -0.77418 -2.85980 3.59162  -0.59
C -0.48299 -3.36083 2.54046  0.50
O 0.34895 -2.75943 1.68079  -0.03
C 0.61900 -3.60857 0.54501  -0.10
C -0.57427 -4.50021 0.49396  -0.76
C -0.89353 -4.73881 1.99446  -0.68
H 1.57955 -4.10320 0.70028  0.33
H 0.66791 -3.04765 -0.38574  -0.01
H -0.29351 -5.47519 0.08282  0.38
H -1.38308 -4.05985 -0.08311  0.30
H -0.31698 -5.55227 2.43166  0.30
H -1.93538 -5.02852 2.10310  0.35
O 2.80999 2.69042 2.90826  -0.68
C 1.99222 1.88650 3.26808  0.42
O 1.87726 0.72274 2.64021  -0.13
C 0.82140 -0.08374 3.13687  0.06
C -0.04360 0.92332 3.95866  -0.46
C 0.93317 2.00166 4.35961  -0.42
H 1.23017 -0.82447 3.83063  0.36
H 0.19637 -0.64231 2.44517  -0.08
H -0.41806 0.39366 4.83754  0.41
H -0.91852 1.23234 3.39089  0.05
H 1.48031 1.78675 5.27671  0.29
H 0.63386 3.02969 4.15000  0.24
O 4.95364 -3.51138 4.91921  -0.59
C 4.82412 -3.13359 3.80227  0.40
O 3.58922 -2.84908 3.28123  -0.28
C 3.76048 -2.01503 2.14111  0.79
C 5.09158 -2.51442 1.52805  -0.43
C 5.89913 -2.80836 2.78030  -0.54
H 3.98219 -0.98308 2.41984  0.07
H 2.97029 -2.05169 1.39893  -0.56
H 5.51225 -1.72936 0.89838  0.20
H 4.95844 -3.40951 0.92214  0.34
H 6.45520 -1.97499 3.21419  0.26
H 6.57956 -3.65463 2.71260  0.33
O -1.49028 0.50980 -3.45728  -0.58
C -0.86685 0.48789 -2.44468  0.24
O -1.31896 1.10844 -1.31387  -0.33
C -0.33872 0.99016 -0.28242  -0.26
C 0.30933 -0.33054 -0.61406  1.26
C 0.42459 -0.27159 -2.11856  -0.24
H -0.73546 0.96409 0.72719  0.07
H 0.41172 1.78520 -0.33605  0.21
H -0.35110 -1.13043 -0.26558  -0.25
H 1.27297 -0.52581 -0.14048  -0.65
H 0.41838 -1.22218 -2.64550  0.29
H 1.28383 0.31641 -2.44715  0.18
O -1.74777 3.02397 1.69072  -0.54
C -2.29347 4.07334 1.47681  0.43
O -1.72899 5.04392 0.73586  -0.35
C -2.68798 6.11410 0.53953  -0.43
C -4.04723 5.51528 0.89547  -0.52
C -3.66991 4.49649 1.94675  -0.42
H -2.80284 6.45661 -0.49022  0.28
H -2.31525 6.94499 1.13577  0.31
H -4.57788 5.07277 0.05479  0.31
H -4.74060 6.23079 1.34366  0.31
H -4.30767 3.62497 2.06558  0.33
H -3.53439 4.94869 2.93322  0.27
C 4.18370 -0.91122 -1.54733  -0.57
Br 4.07945 -0.25288 -3.44559  -0.10
Br 3.15387 -2.58537 -1.47941  0.00
Br 3.81585 0.53209 -0.29339  0.06
H 5.24226 -1.11503 -1.60898  0.66

The orbital gap comes out at 9.079 eV. The molar mass comes out at 769.27 g/mol. The multiplicity is 1. The electronic energy comes out at -9599.74906 hartree. The value obtained for the largest force on an atom is 0.0480 Eh/bohr.